No. 1
{
  "formula": "C29H55AlCl6CsF4IK2LiNO11Si2",
  "method": "the ωB97M-V functional and the def2-TZVPD basis",
  "elements": ["C", "C", "O", "O", "C", "C", "C", "C", "C", "Si", "C", "C", "C", "C", "O", "C", "C", "O", "C", "C", "C", "O", "O", "O", "Si", "I", "H", "H", "H", "H", "H", "H", "H", "H", "H", "H", "H", "H", "H", "H", "H", "H", "H", "H", "H", "H", "H", "H", "H", "H", "H", "H", "H", "H", "H", "H", "H", "C", "C", "O", "O", "H", "H", "H", "K", "Li", "C", "Cl", "Cl", "Cl", "Cl", "C", "Cl", "Cl", "H", "H", "O", "H", "K", "C", "C", "C", "C", "C", "C", "N", "O", "C", "C", "C", "H", "H", "H", "H", "H", "H", "H", "H", "H", "H", "H", "H", "H", "H", "H", "H", "H", "H", "F", "Al", "F", "F", "F", "Cs"],
  "positions_angstrom": [[-3.872, -5.218, 2.249], [-4.005, -3.955, 1.177], [-4.802, -3.960, 0.097], [-3.196, -2.760, 1.474], [-4.039, -1.644, 1.964], [-3.098, -0.276, 1.870], [-2.953, 0.040, 0.239], [-1.388, 0.548, -0.016], [-0.749, 0.024, -1.434], [-0.051, -1.797, -1.356], [0.763, -1.957, 0.412], [1.289, -3.469, 0.764], [2.899, -3.330, 1.141], [3.190, -2.991, 2.718], [2.015, -2.561, 3.492], [2.209, -1.195, 4.057], [1.180, -0.025, 3.485], [3.162, -0.978, 4.974], [1.230, -1.930, -2.805], [2.356, -3.106, -2.612], [1.753, -4.645, -2.794], [2.496, -5.650, -2.316], [0.470, -4.967, -3.443], [-1.290, -3.039, -1.455], [-2.368, -2.807, -2.823], [-3.315, -4.895, -3.774], [-2.975, -4.977, 2.995], [-3.618, -6.171, 1.608], [-4.892, -5.317, 2.827], [-4.939, -1.455, 1.213], [-4.398, -1.794, 3.080], [-3.596, 0.663, 2.380], [-2.078, -0.545, 2.378], [-3.705, 0.946, 0.043], [-3.238, -0.875, -0.434], [-1.469, 1.735, -0.110], [-0.709, 0.359, 0.929], [0.209, 0.707, -1.635], [-1.468, 0.214, -2.337], [-0.120, -1.725, 1.180], [1.571, -1.105, 0.591], [1.101, -4.262, -0.106], [0.679, -3.901, 1.695], [3.453, -4.273, 0.724], [3.323, -2.404, 0.518], [3.977, -2.096, 2.740], [3.767, -3.916, 3.195], [0.094, -0.462, 3.394], [1.519, 0.421, 2.444], [1.166, 0.838, 4.277], [0.736, -2.073, -3.870], [1.798, -0.881, -2.850], [3.010, -2.985, -1.630], [3.131, -2.976, -3.510], [0.277, -4.309, -4.185], [-1.776, -1.941, -3.875], [-3.527, -2.037, -2.302], [-2.566, -3.540, 6.142], [-3.479, -2.425, 5.661], [-2.980, -1.266, 5.696], [-4.624, -2.803, 5.285], [-1.592, -3.150, 6.453], [-3.022, -4.050, 6.995], [-2.408, -4.264, 5.337], [1.058, -7.501, -2.810], [-1.590, 1.690, -2.866], [-5.276, 4.049, -0.374], [-3.777, 3.228, -0.878], [-5.533, 3.796, 1.371], [-5.139, 5.793, -0.708], [-6.655, 3.377, -1.281], [5.696, -5.745, -4.235], [5.578, -4.997, -5.833], [6.104, -7.460, -4.364], [6.474, -5.236, -3.661], [4.735, -5.646, -3.724], [3.487, -10.360, -2.772], [4.255, -10.894, -2.860], [3.769, -8.730, -0.345], [-0.229, 7.599, -0.601], [-0.495, 6.119, -0.209], [-0.637, 5.989, 1.333], [0.685, 6.058, 2.076], [1.652, 5.016, 1.529], [1.868, 5.138, -0.003], [0.581, 5.238, -0.779], [0.050, 3.939, -0.867], [2.769, 6.381, -0.283], [2.768, 3.940, -0.461], [-1.913, 5.855, -0.821], [-0.852, 8.280, -0.009], [0.794, 7.933, -0.462], [-0.469, 7.776, -1.659], [-1.115, 5.029, 1.580], [-1.309, 6.763, 1.717], [1.108, 7.065, 2.004], [0.512, 5.870, 3.143], [2.610, 5.108, 2.058], [1.265, 4.017, 1.772], [2.778, 6.629, -1.350], [3.808, 6.193, 0.011], [2.475, 7.266, 0.282], [2.330, 2.969, -0.207], [3.745, 3.968, 0.033], [2.943, 3.970, -1.542], [-1.884, 5.873, -1.919], [-2.627, 6.625, -0.503], [-2.336, 4.894, -0.508], [1.105, 4.053, -4.774], [2.063, 5.563, -4.562], [2.021, 6.520, -6.087], [3.768, 5.141, -4.165], [1.358, 6.538, -3.221], [-0.897, -6.044, -5.428]],
  "spin_multiplicity": 2,
  "gap_ev": 2.4,
  "s2": 0.76,
  "e_homo_ev": -7.9,
  "total_charge": 1
}

=====

No. 2
{
  "formula": "C29H55NO6P",
  "method": "the ωB97M-V functional and the def2-TZVPD basis",
  "elements": ["C", "C", "O", "P", "O", "C", "C", "C", "N", "C", "C", "C", "O", "C", "O", "O", "C", "C", "C", "C", "C", "C", "O", "C", "C", "H", "H", "H", "H", "H", "H", "H", "H", "H", "H", "H", "H", "H", "H", "H", "H", "H", "H", "H", "H", "H", "H", "H", "H", "H", "H", "H", "C", "C", "C", "C", "C", "C", "H", "H", "H", "H", "H", "H", "H", "H", "H", "H", "H", "H", "H", "H", "C", "C", "C", "C", "C", "C", "H", "H", "H", "H", "H", "H", "H", "H", "H", "H", "H", "H", "H", "H"],
  "positions_angstrom": [[-2.171, 3.799, 3.375], [-2.397, 2.778, 2.233], [-2.381, 3.516, 0.999], [-2.123, 2.605, -0.327], [-2.255, 1.186, 0.034], [-0.513, 3.094, -0.977], [0.602, 3.032, 0.117], [1.685, 1.940, -0.116], [1.327, 0.728, 0.620], [1.336, -0.497, -0.192], [0.433, -0.443, -1.446], [1.190, -0.243, -2.781], [0.373, 0.513, -3.716], [2.818, -0.907, -0.511], [3.041, -1.927, -1.221], [3.742, -0.207, -0.032], [0.783, -1.623, 0.726], [0.904, -2.970, 0.418], [0.438, -3.945, 1.264], [-0.168, -3.641, 2.469], [-0.317, -2.300, 2.767], [0.149, -1.316, 1.917], [-3.290, 2.989, -1.388], [-4.481, 2.211, -1.202], [-5.686, 3.046, -1.688], [-3.107, 4.222, 3.750], [-1.607, 3.327, 4.188], [-1.517, 4.571, 2.951], [-3.340, 2.234, 2.357], [-1.579, 2.054, 2.309], [-0.213, 2.519, -1.860], [-0.593, 4.145, -1.300], [0.110, 2.765, 1.061], [1.075, 4.007, 0.296], [1.926, 1.766, -1.169], [2.607, 2.334, 0.341], [1.979, 0.545, 1.374], [-0.097, -1.399, -1.521], [-0.332, 0.338, -1.392], [1.429, -1.207, -3.237], [2.129, 0.315, -2.672], [0.765, 1.382, -3.828], [1.397, -3.298, -0.494], [0.555, -5.007, 1.046], [-0.520, -4.395, 3.169], [-0.784, -2.001, 3.707], [-0.015, -0.293, 2.241], [-4.675, 1.996, -0.144], [-4.424, 1.260, -1.743], [-5.831, 3.829, -0.934], [-6.567, 2.394, -1.675], [-5.480, 3.465, -2.676], [-2.588, -5.577, 0.655], [-3.709, -6.577, 0.387], [-3.856, -7.630, 1.485], [-2.639, -8.537, 1.680], [-2.202, -9.311, 0.438], [-3.261, -10.281, -0.076], [-1.613, -6.064, 0.693], [-2.548, -4.829, -0.137], [-2.748, -5.055, 1.600], [-3.550, -7.057, -0.583], [-4.653, -6.029, 0.308], [-4.737, -8.244, 1.269], [-4.067, -7.127, 2.434], [-2.863, -9.249, 2.481], [-1.795, -7.941, 2.038], [-1.300, -9.879, 0.684], [-1.919, -8.621, -0.361], [-3.530, -11.008, 0.694], [-2.886, -10.832, -0.941], [-4.168, -9.760, -0.387], [2.610, 6.291, -2.143], [3.434, 5.115, -1.625], [3.977, 5.330, -0.214], [4.945, 6.505, -0.063], [6.179, 6.447, -0.963], [7.070, 5.239, -0.689], [3.208, 7.201, -2.221], [2.218, 6.070, -3.138], [1.762, 6.492, -1.484], [4.251, 4.904, -2.321], [2.801, 4.224, -1.617], [4.465, 4.410, 0.117], [3.136, 5.485, 0.470], [5.269, 6.554, 0.981], [4.414, 7.443, -0.255], [6.765, 7.357, -0.804], [5.883, 6.453, -2.016], [7.411, 5.235, 0.349], [7.952, 5.264, -1.332], [6.550, 4.300, -0.881]],
  "gap_ev": 6.9,
  "e_homo_ev": -4.3,
  "relative_energy_kj_mol": 0.0,
  "total_charge": -1
}